# C9H12N3

The ion C9H12N3 with charge +1 at a distorted geometry (ωB97M-V/def2-TZVPD, the Open Molecules 2025 dataset).

Atoms and positions in Å:
C (0.153, 1.210, 1.611)
H (-1.158, -1.264, 3.336)
N (-1.100, -2.040, 0.640)
H (-1.171, -0.271, -3.567)
H (2.200, 0.383, -0.093)
N (-0.132, 0.119, 0.685)
H (-1.106, 1.214, 3.569)
H (1.169, 1.573, 1.769)
N (-1.182, -0.584, 2.569)
C (-0.683, -0.202, -1.634)
C (0.226, 0.141, -0.648)
H (-0.262, 2.100, 1.210)
H (-1.071, -1.871, -0.377)
H (1.160, 0.535, -4.295)
C (-0.769, -0.954, 1.327)
C (1.939, 0.496, -2.326)
C (-0.357, 0.580, 2.954)
H (-1.715, -0.418, -1.547)
C (1.517, 0.348, -0.985)
H (2.968, 0.695, -2.696)
H (0.489, 0.414, 3.662)
C (-0.321, -0.012, -2.933)
H (-1.734, -2.655, 1.051)
C (0.942, 0.464, -3.284)

Atomic forces in eV per Å
C -0.1 -0.6 1.4
H -0.5 -0.1 -0.7
N 1.2 1.8 -0.6
H 0.9 0.4 -0.8
H -0.3 0.2 -1.3
N -0.7 -2.4 3.1
H 1.5 -0.4 -1.2
H 0.6 -1.0 -0.4
N 2.1 -0.8 0.3
C 0.3 1.1 -0.3
C -0.9 -1.1 -1.0
H -1.4 0.8 0.1
H 0.0 -0.9 0.7
H 0.5 0.5 -1.7
C 0.2 2.7 -1.7
C -0.2 0.6 0.1
C -1.6 2.7 1.5
H -0.9 -0.2 0.9
C 3.0 0.6 0.6
H -0.8 -0.2 0.9
H -0.6 -0.6 -0.8
C -0.6 -0.1 -0.5
H -1.1 -1.3 0.4
C -0.5 -1.6 1.0

The structure (SMILES) is [NH2+]=C1NCCN1c1ccccc1. As for the HOMO energy: -0.467 Ha. The calculation puts the LUMO energy at -3.09 eV. For the electronic energy, the calculation gives -13991.1865 eV. The value obtained for the energy relative to the best compared isomer or geometry (same formula, charge and spin) is 24.9 kJ/mol. The total charge is +1. As for the gap between HOMO and LUMO: 9.608 eV.